[1]
Molecular formula: CH2N2S4
Method: DFT, ωB97M-V with the def2-TZVPD basis set

## Properties
* spin multiplicity: 1
* HOMO energy (alpha / beta): -8.61 / -8.61 eV
* HOMO-LUMO gap (alpha / beta): 7.41 / 7.40 eV
* energy relative to the best compared isomer or geometry (same formula, charge and spin): 29.70 kcal per mole

```
9
CH2N2S4 ωB97M-V with the def2-TZVPD basis set
C 0.580 -0.656 -0.416
N -0.573 -1.164 -0.333
N -1.406 -0.899 0.570
S -3.760 0.472 -0.905
S -2.882 -0.353 0.572
S 2.833 1.097 -0.061
S 0.933 0.783 0.531
H 1.306 -1.025 -1.020
H 2.969 1.745 1.061
```

Now the Mulliken charges, all in e: -0.146, -0.210, -0.112, -0.224, 0.219, -0.160, 0.004, 0.480, 0.149


[2]
Molecular formula: C22H34N4O2
Method: DFT, ωB97M-V with the def2-TZVPD basis set

## Properties
* spin multiplicity: 1
* HOMO energy: -8.00 eV
* HOMO-LUMO gap: 8.80 eV
* energy relative to the best compared isomer or geometry (same formula, charge and spin): 36.60 kcal per mole

```
62
C22H34N4O2 ωB97M-V with the def2-TZVPD basis set
O 1.728 -1.649 1.067
C 2.588 -0.804 0.982
C 4.070 -1.111 1.225
N 4.930 -0.201 0.495
C 6.238 0.012 1.093
C 7.346 -0.977 0.705
C 8.120 -0.521 -0.530
C 7.310 -0.580 -1.822
C 5.977 0.166 -1.769
C 4.925 -0.548 -0.923
N 2.395 0.515 0.726
C 1.211 1.208 0.476
C 1.249 2.601 0.541
C 0.097 3.332 0.324
C -1.090 2.692 0.026
C -1.126 1.302 -0.070
N -2.343 0.706 -0.396
C -2.603 -0.560 -0.811
O -1.789 -1.435 -0.991
C -4.096 -0.767 -1.096
N -4.918 0.173 -0.358
C -6.138 0.578 -1.032
C -7.145 -0.545 -1.326
C -8.142 -0.825 -0.197
C -7.565 -0.737 1.221
C -6.134 -1.257 1.362
C -5.080 -0.187 1.039
C 0.024 0.556 0.163
H 4.236 -0.990 2.300
H 4.236 -2.172 0.980
H 6.098 -0.002 2.177
H 6.565 1.024 0.830
H 6.918 -1.967 0.539
H 8.046 -1.059 1.539
H 9.007 -1.148 -0.649
H 8.465 0.504 -0.366
H 7.113 -1.625 -2.076
H 7.918 -0.159 -2.627
H 5.589 0.232 -2.788
H 6.122 1.185 -1.409
H 5.047 -1.636 -1.061
H 3.927 -0.295 -1.299
H 3.251 1.062 0.732
H 2.179 3.101 0.770
H 0.126 4.409 0.386
H -1.992 3.264 -0.141
H -3.170 1.294 -0.346
H -4.234 -0.602 -2.169
H -4.321 -1.823 -0.893
H -6.610 1.354 -0.424
H -5.834 1.039 -1.978
H -6.586 -1.453 -1.559
H -7.711 -0.284 -2.222
H -8.972 -0.119 -0.268
H -8.555 -1.824 -0.355
H -7.590 0.300 1.563
H -8.221 -1.304 1.884
H -5.971 -1.566 2.396
H -5.986 -2.135 0.733
H -5.337 0.728 1.586
H -4.105 -0.526 1.398
H -0.004 -0.518 0.100
```

Now the Mulliken charges, all in e: -0.645, 0.490, -0.883, 0.102, -1.033, -0.634, -0.729, -0.591, -0.918, -0.462, 0.016, 0.265, -0.790, -0.764, -0.822, 0.236, 0.039, 0.281, -0.654, -0.632, 0.013, -1.169, -0.488, -0.715, -0.656, -0.622, -0.917, 0.152, 0.459, 0.309, 0.516, 0.367, 0.359, 0.381, 0.330, 0.311, 0.296, 0.331, 0.333, 0.332, 0.377, 0.355, 0.131, 0.418, 0.360, 0.415, 0.171, 0.530, 0.243, 0.492, 0.466, 0.291, 0.443, 0.312, 0.334, 0.301, 0.367, 0.396, 0.257, 0.485, 0.341, 0.718


[3]
Molecular formula: C4H4O2
Method: DFT, ωB97M-V with the def2-TZVPD basis set

## Properties
* spin multiplicity: 1
* HOMO energy: -8.77 eV
* HOMO-LUMO gap: 8.63 eV
* energy relative to the best compared isomer or geometry (same formula, charge and spin): 96.55 kcal per mole

```
10
C4H4O2 ωB97M-V with the def2-TZVPD basis set
O -2.410 -0.800 0.079
C -1.552 0.156 -0.405
C 0.605 0.746 0.191
O -0.182 -0.243 -0.145
C 1.938 0.280 0.421
C 3.105 0.118 0.703
H -2.288 -1.612 -0.429
H -1.727 1.094 0.121
H -1.621 0.293 -1.492
H 4.133 -0.033 0.955
```

Now the Mulliken charges, all in e: -0.508, -0.127, -0.800, -0.139, 0.044, 0.199, 0.324, 0.336, 0.266, 0.405


[4]
Molecular formula: C28H59B2N2O10
Method: DFT, ωB97M-V with the def2-TZVPD basis set

## Properties
* spin multiplicity: 3
* HOMO energy (alpha / beta): -4.78 / -4.78 eV
* HOMO-LUMO gap (alpha / beta): 6.56 / 6.01 eV
* total charge: -1

```
101
C28H59B2N2O10 ωB97M-V with the def2-TZVPD basis set
C -2.226 -0.497 -0.875
C -2.602 0.818 -0.094
O -1.926 1.898 -0.728
C -2.740 3.078 -0.751
C -3.421 3.220 -2.195
O -2.722 2.394 -3.103
C -3.610 1.780 -4.011
C -4.541 0.724 -3.350
O -5.872 1.124 -3.658
C -6.813 0.198 -3.098
C -7.376 0.666 -1.718
C -6.575 -0.105 -0.592
O -7.205 2.037 -1.378
B -8.299 2.411 -0.443
O -7.690 2.726 0.873
O -9.164 1.196 -0.353
C -8.951 0.581 -1.609
B -9.787 1.395 -2.710
O -9.185 2.320 -3.619
O -11.187 1.223 -2.885
H -3.153 -1.080 -1.044
H -1.822 -0.218 -1.863
H -1.472 -1.097 -0.334
H -3.699 0.945 -0.166
H -2.261 0.670 0.950
H -3.494 3.053 0.051
H -2.024 3.916 -0.662
H -3.389 4.293 -2.480
H -4.488 2.951 -2.073
H -2.976 1.230 -4.738
H -4.207 2.489 -4.617
H -4.459 0.794 -2.244
H -4.316 -0.319 -3.645
H -7.597 0.064 -3.876
H -6.312 -0.792 -3.020
H -7.246 -0.883 -0.170
H -5.682 -0.629 -1.002
H -6.197 0.580 0.183
H -8.941 3.408 -0.723
H -8.293 3.285 1.350
H -9.223 -0.499 -1.717
H -9.018 3.133 -3.140
H -11.319 1.389 -3.819
C 2.579 2.748 3.851
C 2.467 1.525 2.918
C 3.848 1.151 2.362
C 4.340 2.097 1.276
C 3.304 2.202 0.162
C 1.912 2.604 0.676
N 1.473 1.785 1.844
O 1.073 0.620 1.389
C 1.923 4.103 1.039
C 0.909 2.511 -0.487
C 2.017 0.402 3.868
H 3.403 2.612 4.556
H 2.773 3.689 3.344
H 1.665 2.879 4.432
H 3.813 0.138 1.947
H 4.581 1.119 3.173
H 4.561 3.082 1.701
H 5.282 1.725 0.863
H 3.642 2.923 -0.586
H 3.239 1.236 -0.351
H 1.053 4.371 1.644
H 1.886 4.720 0.140
H 2.825 4.422 1.563
H 0.876 1.519 -0.937
H 1.186 3.202 -1.285
H -0.093 2.768 -0.162
H 1.015 0.592 4.256
H 2.697 0.336 4.720
H 2.016 -0.577 3.387
C 6.425 -6.156 1.169
C 6.954 -4.831 0.581
C 7.451 -3.911 1.705
C 6.323 -3.262 2.496
C 5.377 -2.526 1.555
C 4.834 -3.423 0.432
N 5.910 -4.188 -0.262
O 6.519 -3.365 -1.084
C 3.779 -4.383 1.019
C 4.034 -2.549 -0.550
C 8.173 -5.275 -0.244
H 7.136 -6.559 1.892
H 5.479 -6.073 1.695
H 6.291 -6.904 0.385
H 8.076 -3.119 1.279
H 8.098 -4.472 2.385
H 5.787 -4.014 3.082
H 6.741 -2.554 3.217
H 4.545 -2.110 2.129
H 5.905 -1.672 1.119
H 3.558 -5.200 0.329
H 2.838 -3.861 1.203
H 4.059 -4.806 1.983
H 4.627 -1.733 -0.963
H 3.184 -2.090 -0.043
H 3.644 -3.145 -1.378
H 7.872 -5.894 -1.091
H 8.850 -5.866 0.376
H 8.749 -4.432 -0.627
```

Atomic partial charges in e from the Mulliken method, atoms 1 to 99: -1.173, 0.291, -0.077, -0.719, -0.221, -0.412, -0.755, 0.638, -0.428, -1.195, 2.051, -1.249, -0.700, 1.520, -0.742, -0.824, -0.964, 0.553, -0.591, -0.607, 0.288, 0.274, 0.298, -0.261, 0.366, 0.383, 0.394, 0.471, 0.050, 0.274, 0.345, -0.417, 0.294, 0.265, 0.417, 0.268, 0.337, 0.117, -0.455, 0.206, 0.199, 0.261, 0.276, -1.697, 1.763, -0.782, -0.761, -1.240, 2.335, 0.364, -0.506, -2.159, -2.190, -1.915, 0.381, 0.313, 0.397, -0.215, 0.586, 0.317, 0.461, 0.401, 0.361, 0.373, 0.487, 0.464, 0.282, 0.504, 0.379, 0.492, 0.428, 0.294, -1.643, 1.601, -1.294, -0.814, -0.643, 1.781, 0.442, -0.585, -1.975, -1.822, -1.781, 0.402, 0.289, 0.388, 0.367, 0.450, 0.315, 0.420, 0.077, 0.325, 0.387, 0.483, 0.375, 0.344, 0.459, 0.477, 0.456


[5]
Molecular formula: H2P4S3
Method: DFT, ωB97M-V with the def2-TZVPD basis set

## Properties
* spin multiplicity: 1
* HOMO energy: -0.23 eV
* HOMO-LUMO gap: 5.63 eV
* energy relative to the best compared isomer or geometry (same formula, charge and spin): 6.45 kcal per mole
* total charge: -2

```
9
H2P4S3 ωB97M-V with the def2-TZVPD basis set
S 2.060 -1.601 0.654
P 1.196 -0.059 -0.253
P -0.890 -0.068 0.405
P -1.401 2.015 -0.190
S -3.334 1.912 -0.918
P -1.531 1.701 -2.341
S -0.963 3.273 -3.316
H 0.649 -0.720 -1.452
H -0.791 0.284 1.914
```

Now the Mulliken charges, all in e: -0.704, -0.150, -0.157, -0.025, -0.435, 0.025, -0.594, 0.012, 0.028


[6]
Molecular formula: C3H3N2O
Method: DFT, ωB97M-V with the def2-TZVPD basis set

## Properties
* spin multiplicity: 1
* HOMO energy: -13.66 eV
* HOMO-LUMO gap: 4.29 eV
* energy relative to the best compared isomer or geometry (same formula, charge and spin): 107.22 kcal per mole
* total charge: +1

```
9
C3H3N2O ωB97M-V with the def2-TZVPD basis set
C -1.446 1.940 -1.352
C 1.534 0.084 0.156
C 1.054 -1.703 1.741
N -1.732 1.193 -2.276
N 1.407 -0.738 1.038
O -1.413 2.574 -0.431
H 0.763 -2.727 1.615
H 1.267 -1.553 2.795
H -1.434 0.931 -3.286
```

Now the Mulliken charges, all in e: 0.479, 0.244, 0.010, -0.466, 0.108, -0.325, 0.339, 0.291, 0.320


Computed values of largest force on an atom (unit: eV/A) for the preceding records, in sequence: 3.57, 0.47, 0.51, 3.11, 2.28, 7.48.